78
Properties=species:S:1:pos:R:3 method="wB97M-V/def2-TZVPD" homo_lumo_gap_ev=4.7 lumo_energy_ev=-7.546 e_homo_ev=-12.25 charge=+2
Na -24.986 -21.695 6.723
Na -21.137 -22.154 8.964
Na -25.480 -25.122 9.617
P -25.220 -22.073 10.217
F -26.594 -22.656 10.924
F -24.283 -23.279 10.924
F -25.542 -23.006 8.911
F -23.992 -21.416 9.465
F -26.105 -20.841 9.700
F -24.927 -20.974 11.391
C -24.669 -17.154 6.357
C -23.895 -18.007 7.388
C -22.722 -17.346 8.236
O -21.422 -17.307 7.558
C -21.274 -16.086 6.864
N -24.930 -18.612 8.180
H -25.456 -17.708 5.844
H -24.036 -16.769 5.558
H -25.017 -16.238 6.834
H -23.537 -18.952 6.981
H -22.591 -17.879 9.178
H -22.997 -16.342 8.560
H -20.537 -15.542 7.455
H -22.066 -15.341 6.786
H -20.833 -16.201 5.874
H -24.671 -19.267 8.903
H -25.461 -17.885 8.638
C -28.554 -20.510 15.032
C -27.232 -20.108 14.356
C -26.089 -21.099 14.645
O -25.942 -21.588 16.005
C -25.374 -20.589 16.959
N -27.478 -19.889 12.903
H -28.270 -20.669 16.072
H -29.049 -21.392 14.627
H -29.250 -19.672 14.998
H -26.917 -19.140 14.746
H -25.124 -20.881 14.187
H -26.502 -22.001 14.192
H -24.435 -20.182 16.583
H -25.245 -20.989 17.965
H -25.981 -19.705 17.153
H -26.708 -20.180 12.317
H -28.328 -20.366 12.639
C -28.673 -20.017 7.523
C -28.461 -20.827 6.265
C -29.526 -20.600 5.118
O -29.231 -21.367 3.973
C -30.235 -21.386 2.871
N -27.118 -20.586 5.905
H -28.611 -18.931 7.471
H -27.970 -20.380 8.273
H -29.631 -20.251 7.989
H -28.343 -21.900 6.413
H -29.764 -19.547 4.968
H -30.481 -20.968 5.491
H -30.060 -20.574 2.166
H -31.255 -21.297 3.245
H -30.182 -22.386 2.440
H -26.935 -19.624 6.152
H -27.263 -20.480 4.911
C -21.722 -19.737 12.257
C -21.032 -21.094 12.623
C -21.446 -21.708 14.004
O -20.826 -20.974 14.979
C -21.098 -21.376 16.318
N -21.285 -21.906 11.541
H -21.149 -19.076 12.907
H -22.795 -19.697 12.446
H -21.522 -19.340 11.262
H -19.955 -20.930 12.633
H -20.930 -22.636 14.249
H -22.491 -21.966 14.178
H -20.788 -22.408 16.483
H -22.161 -21.322 16.556
H -20.535 -20.675 16.935
H -21.054 -22.823 11.895
H -22.270 -22.103 11.435

83
Properties=species:S:1:pos:R:3 method="wB97M-V/def2-TZVPD" homo_lumo_gap_ev=7.2 lumo_energy_ev=-4.064 e_homo_ev=-11.22 charge=+1
C 1.099 1.757 5.267
P -0.064 2.726 4.112
O -0.060 1.941 2.603
C -1.839 2.691 4.843
C -1.851 3.930 5.870
C -2.825 3.069 3.672
C -4.347 2.726 3.994
C -4.653 2.214 5.454
F -5.800 1.379 5.350
C -3.547 1.331 6.141
N -2.181 1.397 5.515
B -2.012 0.167 4.634
N -1.080 -0.903 5.109
O -2.715 -0.025 3.427
H 0.915 2.093 6.326
H 2.150 2.055 4.989
H 1.010 0.645 5.151
H 0.539 1.164 2.619
H -2.361 3.688 6.837
H -2.354 4.787 5.345
H -0.804 4.290 6.092
H -2.537 2.430 2.783
H -2.663 4.126 3.322
H -4.921 3.691 3.872
H -4.777 2.028 3.229
H -4.954 3.033 6.157
H -3.438 1.623 7.223
H -3.869 0.247 6.125
H -1.499 1.280 6.282
H -1.691 -1.597 5.559
H -0.662 -1.373 4.301
H -2.097 -0.433 2.796
C 1.980 0.215 -2.856
O 2.221 -0.310 -1.542
P 0.832 -0.419 -0.544
O 1.684 -0.465 0.714
O 0.537 -1.932 -1.101
C 1.594 -2.885 -1.100
O -0.608 -0.472 0.381
C -1.829 -0.720 -0.325
H 2.913 0.182 -3.417
H 1.232 -0.391 -3.377
H 1.637 1.249 -2.792
H 2.360 -2.656 -0.359
H 2.048 -2.916 -2.092
H 1.175 -3.868 -0.884
H -1.938 -1.788 -0.513
H -1.846 -0.175 -1.270
H -2.667 -0.390 0.293
C 6.602 -0.368 -3.921
O 5.653 -1.156 -3.191
P 6.311 -2.531 -2.395
O 4.985 -3.255 -2.280
O 6.614 -1.634 -1.055
C 5.548 -0.891 -0.477
O 7.235 -3.815 -1.750
C 8.596 -3.539 -1.391
H 6.088 0.502 -4.330
H 7.404 -0.025 -3.260
H 7.024 -0.951 -4.743
H 4.571 -1.311 -0.721
H 5.596 0.143 -0.826
H 5.675 -0.893 0.606
H 8.634 -3.060 -0.412
H 9.076 -2.900 -2.133
H 9.137 -4.484 -1.335
C -2.265 0.667 -7.516
O -1.970 0.112 -6.227
P -3.315 -0.024 -5.167
O -2.473 -0.093 -3.909
O -3.652 -1.520 -5.752
C -2.632 -2.511 -5.760
O -4.810 -0.007 -4.344
C -6.000 -0.205 -5.123
H -1.357 0.649 -8.117
H -3.035 0.074 -8.021
H -2.603 1.700 -7.414
H -1.866 -2.324 -5.006
H -2.169 -2.546 -6.749
H -3.095 -3.478 -5.564
H -6.150 -1.268 -5.311
H -5.942 0.333 -6.070
H -6.851 0.169 -4.554

79
Properties=species:S:1:pos:R:3 method="wB97M-V/def2-TZVPD" homo_lumo_gap_ev=5.7 lumo_energy_ev=-0.216 e_homo_ev=-5.94 e_above_lowest_kj_mol=619.2 charge=-1
C -4.501 -3.685 -5.755
C -5.365 -3.111 -6.964
C -4.788 -3.478 -8.386
C -5.656 -1.569 -6.739
S -4.588 -0.418 -7.689
O -5.237 -0.214 -9.038
O -4.645 0.917 -6.984
N -2.996 -0.961 -7.880
S -2.163 -0.982 -6.415
O -2.990 -0.699 -5.202
O -1.503 -2.321 -6.204
I -0.401 0.718 -6.662
H -4.291 -2.877 -5.001
H -5.076 -4.476 -5.188
H -3.531 -4.137 -6.075
H -6.366 -3.630 -6.885
H -3.664 -3.512 -8.301
H -5.097 -2.744 -9.183
H -5.100 -4.521 -8.684
H -5.595 -1.309 -5.646
H -6.732 -1.398 -7.030
O -2.381 -1.648 0.414
P -1.209 -0.669 0.223
N -1.377 -0.533 -1.487
C -0.311 -0.348 -2.458
C -2.504 0.321 -1.885
N -0.015 -1.895 0.669
C 0.756 -2.633 -0.329
C -0.522 -2.915 1.604
N 0.062 0.592 0.225
C 1.481 0.403 0.478
C -0.409 1.669 1.132
H 0.097 0.671 -2.452
H -0.679 -0.551 -3.466
H 0.512 -1.044 -2.324
H -2.280 1.380 -1.701
H -3.402 0.059 -1.320
H -2.746 0.192 -2.941
H 0.110 -3.091 -1.086
H 1.336 -3.432 0.145
H 1.509 -2.025 -0.816
H -1.121 -3.672 1.080
H -1.135 -2.471 2.389
H 0.307 -3.436 2.094
H 1.688 -0.188 1.372
H 1.988 1.365 0.610
H 1.982 -0.030 -0.388
H -0.406 1.342 2.179
H -1.434 1.963 0.870
H 0.204 2.570 1.046
O 2.691 2.693 3.061
P 3.460 2.059 4.238
N 2.010 1.495 4.984
C 1.733 1.406 6.407
C 1.472 0.286 4.349
N 3.919 3.641 4.876
C 3.167 4.302 5.939
C 4.120 4.671 3.840
N 4.369 1.232 5.539
C 5.095 1.859 6.633
C 5.303 0.288 4.875
H 2.261 0.576 6.893
H 0.662 1.260 6.570
H 1.971 2.320 6.943
H 2.084 -0.592 4.598
H 1.459 0.395 3.265
H 0.443 0.097 4.661
H 2.098 4.362 5.706
H 3.534 5.322 6.094
H 3.301 3.834 6.908
H 3.161 5.077 3.491
H 4.661 4.277 2.980
H 4.704 5.507 4.236
H 5.762 2.663 6.313
H 5.710 1.119 7.154
H 4.411 2.218 7.402
H 6.101 0.822 4.345
H 4.763 -0.329 4.146
H 5.758 -0.402 5.589

70
Properties=species:S:1:pos:R:3 method="wB97M-V/def2-TZVPD" homo_lumo_gap_ev=7.1 lumo_energy_ev=-3.647 e_homo_ev=-10.78 charge=+1
Ca 9.776 -12.848 7.813
F 7.853 -11.647 7.640
C 10.624 -9.927 7.279
O 11.338 -11.024 7.739
H 9.848 -9.648 7.992
H 11.191 -9.009 7.125
H 10.120 -10.204 6.353
H 12.261 -10.948 7.483
C 5.782 -8.829 7.627
O 7.167 -8.960 7.416
H 5.513 -7.774 7.677
H 5.296 -9.220 6.733
H 5.458 -9.403 8.495
H 7.385 -9.881 7.574
C 4.939 -12.317 6.015
O 6.103 -13.072 6.301
H 4.377 -12.732 5.178
H 4.306 -12.223 6.898
H 5.196 -11.337 5.614
H 6.664 -12.486 6.813
C 8.673 -15.894 6.688
O 8.312 -14.637 7.240
H 7.792 -16.496 6.464
H 9.148 -15.620 5.746
H 9.369 -16.421 7.342
H 7.453 -14.406 6.878
C 8.784 -10.200 3.777
C 7.856 -11.449 3.817
N 8.482 -12.630 3.178
C 8.507 -12.338 1.724
C 9.959 -12.649 1.256
C 7.746 -13.780 3.560
C 8.240 -15.103 3.032
H 8.502 -9.331 4.372
H 8.835 -9.850 2.746
H 9.819 -10.492 3.953
H 7.563 -11.690 4.839
H 6.882 -11.215 3.389
H 7.763 -12.942 1.205
H 8.234 -11.317 1.459
H 10.181 -12.169 0.303
H 10.705 -12.234 1.935
H 10.174 -13.716 1.202
H 6.691 -13.657 3.319
H 7.716 -13.837 4.648
H 9.323 -15.199 3.109
H 8.037 -15.276 1.975
H 7.729 -15.915 3.551
C 8.801 -14.991 10.445
C 8.604 -13.505 10.730
N 9.766 -12.642 10.307
C 9.467 -11.184 10.541
C 9.174 -10.744 11.985
C 10.983 -13.041 11.004
C 12.222 -12.201 10.621
H 9.247 -15.107 9.457
H 7.868 -15.554 10.474
H 9.520 -15.467 11.113
H 7.717 -13.067 10.272
H 8.462 -13.478 11.811
H 10.279 -10.544 10.196
H 8.618 -10.904 9.917
H 8.479 -11.322 12.595
H 10.137 -10.814 12.490
H 8.943 -9.681 11.925
H 11.165 -14.079 10.728
H 10.853 -12.953 12.083
H 13.089 -12.659 11.096
H 12.290 -11.135 10.842
H 12.449 -12.349 9.566

73
Properties=species:S:1:pos:R:3 method="wB97M-V/def2-TZVPD" homo_lumo_gap_ev=8.8 lumo_energy_ev=0.415 e_homo_ev=-8.38 e_above_lowest_kj_mol=0.0
Zn -1.640 0.227 -0.574
O -1.034 -1.055 0.791
H -0.788 -1.861 1.228
O -2.511 1.978 -0.638
H -3.274 2.473 -0.911
C -1.924 1.597 4.153
C -0.958 2.369 3.197
C 0.471 2.300 3.708
O 0.559 3.092 4.871
C 1.561 2.696 5.800
N -1.081 1.763 1.863
H -2.962 1.925 4.101
H -1.640 1.631 5.210
H -1.917 0.529 3.917
H -1.375 3.376 3.238
H 1.216 2.657 2.986
H 0.762 1.260 3.919
H 1.162 1.883 6.412
H 1.879 3.569 6.359
H 2.424 2.253 5.293
H -1.955 2.065 1.444
H -1.059 0.757 2.011
C -3.372 -1.008 -4.172
C -3.145 -0.459 -2.743
C -4.124 -1.040 -1.718
O -3.676 -0.743 -0.380
C -4.582 -1.399 0.503
N -1.777 -0.866 -2.318
H -2.467 -0.989 -4.775
H -4.241 -0.660 -4.730
H -3.603 -2.079 -4.078
H -3.120 0.631 -2.767
H -4.155 -2.129 -1.808
H -5.075 -0.541 -1.922
H -4.470 -0.924 1.478
H -4.383 -2.469 0.563
H -5.615 -1.162 0.240
H -1.775 -1.877 -2.172
H -1.127 -0.804 -3.097
C 1.814 -3.303 -0.503
C 2.359 -2.431 0.608
C 3.883 -2.404 0.518
O 4.327 -3.678 0.882
C 5.729 -3.819 0.940
N 1.777 -1.097 0.457
H 0.729 -3.195 -0.615
H 2.044 -4.366 -0.451
H 2.136 -2.934 -1.485
H 2.046 -2.963 1.516
H 4.241 -1.712 1.302
H 4.197 -1.961 -0.435
H 6.085 -4.848 0.991
H 6.163 -3.238 1.755
H 6.164 -3.521 -0.022
H 2.006 -0.617 1.325
H 0.747 -1.195 0.449
C 2.182 2.667 -1.185
C 0.981 1.919 -1.785
C 1.525 0.998 -2.907
O 0.562 0.454 -3.817
C 0.034 1.360 -4.729
N 0.267 1.108 -0.771
H 1.817 3.489 -0.570
H 2.941 2.950 -1.912
H 2.705 2.010 -0.480
H 0.251 2.646 -2.150
H 2.106 0.199 -2.452
H 2.172 1.653 -3.495
H -0.881 1.786 -4.295
H -0.268 0.839 -5.647
H 0.713 2.116 -5.139
H 1.036 0.481 -0.492
H 0.200 1.640 0.110

75
Properties=species:S:1:pos:R:3 method="wB97M-V/def2-TZVPD" homo_lumo_gap_ev="8.1 / 2.6" lumo_energy_ev="-3.749 / -9.177" e_homo_ev="-11.83 / -11.82" s2=0.7605 spin_multiplicity=2 charge=+1
O -24.735 6.613 9.124
H -23.914 6.532 8.632
H -24.762 7.554 9.316
H -25.489 6.337 8.598
Cl -22.012 4.886 10.688
O -20.946 4.169 11.292
O -22.607 5.843 11.620
O -21.491 5.728 9.610
O -23.014 4.025 10.116
C -20.754 1.091 8.962
C -21.723 1.177 7.796
C -21.597 2.527 6.995
O -21.421 0.115 6.961
H -20.982 1.948 9.596
H -19.707 1.165 8.668
H -20.881 0.193 9.566
H -22.746 1.062 8.155
H -21.946 3.205 7.775
H -22.267 2.611 6.139
H -20.564 2.668 6.679
H -21.900 -0.598 7.389
C -22.836 9.239 10.882
C -23.596 10.018 9.788
C -22.773 10.563 8.624
O -24.634 9.228 9.203
H -22.393 8.310 10.524
H -23.434 9.015 11.765
H -22.040 9.847 11.313
H -24.073 10.898 10.218
H -22.004 11.252 8.974
H -23.379 11.071 7.874
H -22.271 9.830 7.992
H -25.276 9.824 8.810
C -20.678 0.294 12.911
C -21.375 1.016 14.103
C -22.562 1.878 13.771
O -21.771 0.132 15.107
H -19.775 -0.186 13.286
H -20.400 1.055 12.182
H -21.292 -0.439 12.387
H -20.666 1.669 14.612
H -23.270 1.274 13.203
H -22.298 2.798 13.249
H -23.027 2.301 14.661
H -22.276 0.565 15.800
C -27.903 1.500 8.205
C -26.742 2.527 8.250
C -25.387 1.914 8.170
O -26.864 3.436 7.174
H -28.894 1.938 8.325
H -27.870 0.876 9.098
H -27.961 0.823 7.353
H -26.781 3.264 9.053
H -24.608 2.623 8.451
H -25.256 1.473 7.182
H -25.378 1.128 8.925
H -26.913 2.948 6.349
C -16.073 5.862 9.336
C -17.625 5.742 9.204
C -18.089 4.634 8.281
O -18.131 5.542 10.455
H -15.649 4.869 9.486
H -15.811 6.492 10.186
H -15.539 6.224 8.457
H -18.046 6.700 8.900
H -17.972 3.592 8.577
H -17.542 4.660 7.339
H -19.140 4.732 8.012
H -19.028 5.235 10.304
C -25.200 4.658 13.768
O -23.983 5.196 14.184
H -25.986 4.861 14.495
H -25.559 5.162 12.870
H -25.167 3.595 13.531
H -23.287 4.929 13.579